{"formula": "C2H10EuN3S", "method": "wB97M-V/def2-TZVPD", "elements": ["C", "Eu", "N", "N", "H", "H", "H", "H", "H", "H", "H", "H", "H", "H", "S", "C", "N"], "coordinates": [[-1.41, 2.02, -1.48], [-0.05, -1.29, 1.22], [2.41, -1.43, 0.54], [-1.52, -2.03, -0.95], [2.78, -1.49, 1.51], [-0.54, 1.75, -2.05], [-1.32, 3.07, -1.18], [-1.48, 1.43, -0.55], [-2.30, 1.81, -2.08], [-1.88, -2.90, -0.53], [-0.96, -2.36, -1.75], [-2.34, -1.56, -1.34], [2.59, -2.36, 0.15], [3.07, -0.81, 0.02], [1.44, 3.28, 3.52], [0.95, 1.93, 2.77], [0.58, 0.94, 2.18]], "total_charge": -1, "lumo_ev": [3.0, 3.0], "largest_force_ev_per_a": 3.4, "homo_energy_ha": [-0.0309, -0.0238], "multiplicity": 8, "orbital_gap_ev": [3.8, 3.7]}

{"formula": "C16H17BO2", "method": "wB97M-V/def2-TZVPD", "elements": ["C", "O", "C", "C", "C", "C", "C", "O", "C", "C", "C", "C", "C", "C", "C", "C", "C", "C", "H", "H", "H", "H", "H", "H", "H", "H", "H", "H", "H", "H", "H", "H", "B", "H", "H", "H"], "coordinates": [[-3.75, 5.16, -0.78], [-2.95, 4.79, 0.40], [-2.11, 3.72, 0.25], [-1.34, 3.28, 1.35], [-0.60, 2.12, 1.28], [-0.55, 1.32, 0.14], [0.32, 0.14, 0.19], [0.27, -0.55, -0.98], [1.06, -1.68, -1.14], [1.85, -2.21, -0.12], [2.69, -3.28, -0.49], [2.69, -3.73, -1.81], [1.87, -3.18, -2.81], [1.05, -2.13, -2.46], [1.76, -1.60, 1.19], [1.00, -0.40, 1.28], [-1.28, 1.76, -0.99], [-2.04, 2.93, -0.93], [-4.34, 6.05, -0.51], [-3.09, 5.40, -1.64], [-4.44, 4.33, -1.06], [-1.34, 3.82, 2.28], [0.06, 1.82, 2.07], [3.30, -3.77, 0.27], [3.34, -4.55, -2.10], [1.92, -3.48, -3.85], [0.46, -1.56, -3.17], [2.60, -1.73, 1.91], [0.96, 0.10, 2.24], [-1.20, 1.28, -1.95], [-2.61, 3.23, -1.80], [0.96, -2.65, 1.85], [0.87, -3.57, 2.84], [1.95, -3.36, 3.52], [-0.19, -3.20, 3.36], [0.86, -4.63, 2.17]], "lumo_ev": -0.6, "largest_force_ev_per_a": 3.2, "homo_energy_ha": -0.3042, "orbital_gap_ev": 7.7}

{"formula": "C5H6N2O", "method": "wB97M-V/def2-TZVPD", "elements": ["O", "C", "C", "C", "C", "C", "N", "N", "H", "H", "H", "H", "H", "H"], "coordinates": [[-2.69, -0.48, 0.12], [-1.60, -0.21, -0.55], [-0.69, 1.05, -0.22], [0.54, 0.98, 0.49], [0.60, -0.37, 1.04], [0.85, -1.27, -0.26], [0.89, -0.49, -1.20], [0.48, 0.92, -0.90], [-1.17, -0.55, -1.63], [-1.11, 2.05, -0.39], [1.14, 1.83, 0.82], [-0.41, -0.80, 1.45], [1.66, -0.47, 1.48], [1.51, -2.19, -0.25]], "lumo_ev": 0.0, "largest_force_ev_per_a": 7.5, "homo_energy_ha": -0.3625, "orbital_gap_ev": 9.8, "smiles": "O=C[C@H]1[C@H]2CC=NN21"}

{"formula": "C3H6N2O2S", "method": "wB97M-V/def2-TZVPD", "elements": ["N", "N", "C", "O", "C", "C", "O", "S", "H", "H", "H", "H", "H", "H"], "coordinates": [[-1.02, 1.38, -0.28], [-0.82, -0.05, -0.52], [-1.82, -0.75, 0.25], [-1.65, -1.94, 0.55], [0.47, -0.62, -0.85], [1.58, -0.26, 0.27], [0.99, 0.47, 1.29], [3.15, -0.63, -0.06], [-0.43, 1.84, -1.07], [-0.66, 1.74, 0.73], [-2.77, -0.11, 0.36], [0.92, -0.06, -1.79], [0.40, -1.74, -0.94], [1.66, 0.72, 2.06]], "lumo_ev": 0.0, "largest_force_ev_per_a": 3.7, "homo_energy_ha": -0.3306, "orbital_gap_ev": 9.0, "smiles": "NN(C=O)CC(O)=S"}

{"formula": "C2H9N3O", "method": "wB97M-V/def2-TZVPD", "elements": ["C", "C", "N", "N", "N", "O", "H", "H", "H", "H", "H", "H", "H", "H", "H"], "coordinates": [[0.49, 0.27, -0.38], [-0.20, 0.99, 0.62], [1.50, 0.35, -1.11], [-0.53, -1.07, -1.25], [-0.82, -0.05, 1.48], [0.28, -1.89, -2.01], [0.59, 1.63, 0.99], [-0.84, 1.63, 0.10], [2.22, 1.08, -0.91], [1.66, -0.29, -1.92], [-1.11, -0.50, -1.80], [-0.15, -0.49, 2.03], [-1.25, -0.70, 0.75], [-1.41, 0.52, 2.14], [0.09, -2.71, -1.56]], "total_charge": 2, "lumo_ev": -9.8, "largest_force_ev_per_a": 8.4, "homo_energy_ha": -0.7199, "orbital_gap_ev": 9.8}

{"formula": "C4H6O2", "method": "wB97M-V/def2-TZVPD", "elements": ["O", "C", "C", "C", "O", "C", "H", "H", "H", "H", "H", "H"], "coordinates": [[-0.45, 1.01, -1.45], [-0.10, 1.12, -0.13], [-0.27, 0.09, 0.87], [-0.41, -1.26, 0.19], [0.91, -1.12, -0.40], [1.21, 0.01, 0.43], [-0.09, 0.16, -1.76], [-0.05, 2.15, 0.21], [-0.60, 0.32, 1.88], [-0.49, -2.11, 0.87], [-1.18, -1.32, -0.59], [1.52, 0.95, -0.12]], "lumo_ev": 0.9, "largest_force_ev_per_a": 1.3, "homo_energy_ha": -0.2954, "orbital_gap_ev": 8.9, "smiles": "O[C@H]1[C@H]2CO[C@@H]12"}

{"formula": "C41H46NO23", "method": "wB97M-V/def2-TZVPD", "elements": ["C", "N", "C", "C", "C", "C", "O", "H", "H", "H", "H", "H", "H", "H", "H", "H", "H", "H", "H", "H", "H", "C", "C", "C", "O", "C", "C", "C", "O", "O", "O", "H", "H", "H", "H", "C", "C", "C", "O", "C", "C", "C", "O", "O", "O", "H", "H", "H", "H", "C", "C", "C", "O", "C", "C", "C", "O", "O", "O", "H", "H", "H", "H", "C", "C", "C", "O", "C", "C", "C", "O", "O", "O", "H", "H", "H", "H", "C", "C", "C", "O", "C", "C", "C", "O", "O", "O", "H", "H", "H", "H", "C", "C", "O", "C", "H", "H", "H", "H", "H", "H", "C", "C", "O", "C", "H", "H", "H", "H", "H", "H"], "coordinates": [[-0.72, -0.09, 1.39], [0.06, -1.16, 0.56], [0.73, -0.47, -0.47], [1.07, -1.79, 1.43], [-0.98, -2.14, 0.10], [-0.45, -3.47, -0.44], [-1.55, -4.09, -1.18], [0.28, 0.54, 1.73], [-1.46, -0.45, 2.17], [-1.34, 0.45, 0.87], [0.00, -0.16, -1.23], [1.61, -1.17, -0.98], [1.12, 0.51, 0.02], [0.58, -2.02, 2.22], [1.77, -1.01, 2.09], [1.62, -2.58, 0.91], [-1.74, -1.85, -0.71], [-1.48, -2.32, 0.93], [-0.10, -4.14, 0.43], [0.19, -3.34, -1.06], [-1.42, -5.10, -1.50], [0.18, -3.37, -5.50], [-0.58, -2.66, -6.64], [-0.52, -1.20, -6.88], [-1.08, -0.81, -7.92], [0.13, -0.40, -5.90], [0.98, -1.02, -4.70], [0.79, -2.61, -4.51], [1.34, -3.04, -3.51], [1.60, -0.36, -3.72], [-1.24, -3.46, -7.56], [0.11, -4.46, -5.24], [0.26, 0.72, -6.13], [1.57, 0.61, -3.91], [-1.22, -2.89, -8.25], [-4.74, 2.51, 6.44], [-3.64, 1.52, 5.96], [-4.06, 0.73, 4.76], [-3.22, -0.02, 4.20], [-5.39, 0.94, 4.28], [-6.51, 1.75, 4.95], [-6.09, 2.67, 6.02], [-6.90, 3.43, 6.46], [-7.84, 1.88, 4.58], [-2.35, 1.52, 6.24], [-4.56, 3.05, 7.36], [-5.66, 0.22, 3.55], [-8.05, 1.23, 3.96], [-1.97, 0.86, 5.73], [5.01, -2.24, -2.47], [6.18, -1.28, -2.52], [6.84, -0.82, -1.36], [7.76, -0.04, -1.43], [6.27, -1.20, -0.06], [5.07, -1.99, -0.10], [4.50, -2.70, -1.18], [3.57, -3.37, -1.12], [4.42, -2.40, 1.22], [6.58, -0.79, -3.77], [4.57, -2.68, -3.38], [6.67, -0.70, 0.75], [4.53, -1.91, 1.88], [7.05, -0.16, -3.43], [4.87, 2.30, 2.35], [6.15, 2.97, 1.98], [6.42, 3.26, 0.61], [7.57, 3.62, 0.24], [5.54, 2.67, -0.44], [4.23, 2.00, -0.06], [4.00, 1.68, 1.39], [2.88, 1.12, 1.67], [3.24, 1.69, -0.91], [6.96, 3.44, 2.90], [4.49, 2.26, 3.46], [5.80, 2.86, -1.52], [3.59, 1.89, -1.84], [7.67, 3.95, 2.47], [-5.38, 2.65, -1.78], [-5.42, 1.28, -1.05], [-4.76, 0.91, 0.22], [-4.97, -0.03, 0.89], [-3.88, 2.06, 0.69], [-3.57, 3.26, -0.13], [-4.32, 3.51, -1.38], [-4.06, 4.63, -2.02], [-2.64, 4.17, 0.25], [-6.26, 0.30, -1.54], [-5.82, 3.01, -2.52], [-3.36, 1.84, 1.57], [-2.12, 3.80, 0.95], [-6.25, -0.61, -0.96], [-3.33, -1.69, -3.59], [-2.83, -0.24, -3.46], [-2.02, 0.07, -2.65], [-3.44, 0.82, -4.59], [-2.50, -2.27, -3.31], [-3.47, -2.18, -4.45], [-4.17, -1.95, -3.02], [-4.63, 1.19, -4.45], [-3.29, 0.29, -5.57], [-2.92, 1.82, -4.55], [1.55, -1.39, 5.01], [0.77, -0.17, 5.14], [-0.40, -0.14, 5.33], [1.53, 1.16, 4.81], [2.46, -1.34, 4.43], [0.80, -2.15, 4.50], [1.87, -1.91, 6.20], [2.65, 0.94, 4.56], [1.62, 1.69, 5.82], [1.02, 1.74, 3.96]], "total_charge": 1, "lumo_ev": -4.9, "largest_force_ev_per_a": 13.6, "homo_energy_ha": -0.3845, "orbital_gap_ev": 5.5}

{"formula": "C4H5NO2S", "method": "wB97M-V/def2-TZVPD", "elements": ["C", "C", "C", "C", "N", "O", "O", "S", "H", "H", "H", "H", "H"], "coordinates": [[1.16, -1.33, -0.52], [2.53, -0.87, -0.63], [0.37, -0.32, -0.04], [-1.12, -0.20, -0.06], [2.75, 0.25, -0.09], [-1.64, 1.08, -0.08], [-1.80, -1.14, -0.13], [1.47, 1.03, 0.51], [0.93, -2.30, -0.91], [3.27, -1.56, -1.05], [-3.00, 1.75, 1.50], [-1.18, 1.84, -0.30], [-3.73, 1.77, 1.80]], "lumo_ev": [0.5, -4.0], "largest_force_ev_per_a": 9.3, "homo_energy_ha": [-0.2376, -0.3693], "multiplicity": 3, "orbital_gap_ev": [7.0, 6.0]}